A molecular structure, C19H26BaN2 in a non-equilibrium geometry, computed with ωB97M-V/def2-TZVPD.

Atoms and positions in Å:
Ba (-0.630, -0.886, -1.122)
N (0.495, -2.822, -0.089)
N (1.858, -1.148, -1.796)
C (-2.130, 3.624, 2.881)
C (-2.488, 3.515, 1.402)
C (2.557, -0.274, -2.532)
C (-0.347, -3.506, 0.693)
C (-3.952, 3.162, 1.137)
C (-1.106, 0.196, 1.542)
C (0.231, 1.941, -0.240)
C (1.912, -0.161, 1.323)
C (-0.902, 1.469, 0.724)
C (1.311, -3.420, -1.030)
C (3.615, -2.076, -3.727)
C (-1.807, 2.336, 0.977)
C (1.239, -4.802, -1.210)
C (-0.414, -4.900, 0.571)
C (2.946, -2.992, -2.914)
C (-1.962, 4.675, 0.571)
C (0.384, -5.528, -0.380)
C (2.106, -2.511, -1.902)
C (3.435, -0.712, -3.532)
H (-4.098, 2.973, 0.064)
H (-0.244, -0.473, 1.564)
H (-1.045, 3.789, 3.004)
H (-2.118, 4.506, -0.505)
H (1.041, 2.480, 0.284)
H (-4.611, 3.971, 1.462)
H (-2.074, -0.303, 1.313)
H (-0.886, 4.825, 0.751)
H (4.282, -2.421, -4.514)
H (-2.395, 2.700, 3.421)
H (-2.668, 4.469, 3.329)
H (1.807, -5.266, -2.023)
H (3.934, 0.052, -4.145)
H (3.024, -4.071, -3.078)
H (2.407, 0.802, -2.337)
H (2.213, -1.204, 1.492)
H (-1.114, -5.435, 1.227)
H (0.729, 1.161, -0.873)
H (-0.200, 2.763, -0.864)
H (0.312, -6.607, -0.489)
H (-0.934, -2.950, 1.445)
H (-1.267, 0.468, 2.605)
H (1.584, 0.362, 2.233)
H (-4.210, 2.241, 1.679)
H (-2.484, 5.596, 0.859)
H (2.664, 0.393, 0.749)

Cartesian forces (eV/Å) of the 3 atoms listed first:
Ba 0.8 0.4 0.7
N -0.5 0.3 0.4
N 0.2 0.1 0.0

Values from the calculation:
total energy: -23791.117 eV
max |F|: 0.047 Eh/bohr
highest occupied orbital energy (spin up / spin down): -4.6 / -4.4 eV

=====

A molecular structure, C19H26CrN11O2Te, computed with ωB97M-V/def2-TZVPD.

Atoms and positions in Å:
Te (-0.750, -1.299, 1.173)
Cr (1.530, -0.029, 0.177)
O (4.334, -0.116, 3.408)
O (2.588, -0.008, 1.998)
N (1.064, 2.062, 0.348)
N (0.141, -4.361, -0.436)
N (1.355, -6.215, -1.072)
N (1.094, 0.545, -1.829)
N (0.432, 2.200, -3.196)
N (2.434, -4.221, -0.984)
N (0.332, 4.730, 0.367)
N (4.723, 0.309, 1.269)
N (0.594, 1.044, -3.869)
N (2.417, -1.846, -0.362)
N (4.307, 0.561, -0.041)
C (0.745, 1.857, -1.970)
C (-5.744, 1.889, -1.346)
C (0.353, 4.041, -0.766)
C (0.721, 2.705, -0.780)
C (0.985, 0.063, -3.054)
C (1.021, 2.744, 1.488)
C (-4.121, 1.409, 0.512)
C (-3.933, 0.143, -1.487)
C (-4.581, 1.135, -0.769)
C (-2.856, -0.565, -0.960)
C (1.299, -4.902, -0.812)
C (3.421, -0.486, 4.465)
C (3.796, 0.057, 2.214)
C (-2.405, -0.272, 0.330)
C (-2.239, -1.645, -1.806)
C (2.414, -2.972, -0.653)
C (-2.623, 1.090, 2.469)
C (0.659, 4.088, 1.482)
C (-3.047, 0.728, 1.074)
H (0.630, 4.644, 2.410)
H (-4.610, 2.178, 1.098)
H (0.563, -6.821, -0.962)
H (-2.603, -1.583, -2.831)
H (0.034, -3.375, -0.186)
H (1.261, 2.207, 2.395)
H (5.699, 0.256, 1.521)
H (-5.911, 1.621, -2.389)
H (-3.177, 1.958, 2.822)
H (1.161, -0.954, -3.361)
H (4.055, -0.704, 5.316)
H (0.405, 1.001, -4.858)
H (-4.276, -0.095, -2.488)
H (-1.554, 1.304, 2.520)
H (-2.797, 0.265, 3.163)
H (2.843, -1.358, 4.169)
H (2.244, -6.605, -1.333)
H (-2.483, -2.638, -1.418)
H (4.566, -0.210, -0.649)
H (0.069, 4.550, -1.678)
H (2.753, 0.344, 4.682)
H (4.721, 1.424, -0.373)
H (-6.663, 1.678, -0.797)
H (-0.663, -4.939, -0.260)
H (-1.149, -1.578, -1.798)
H (-5.579, 2.966, -1.299)

Cartesian forces (eV/Å) of the 3 atoms listed first:
Te -0.1 -0.1 0.3
Cr 0.3 0.0 -0.1
O 0.0 0.0 -0.2

Values from the calculation:
total energy: -76322.932 eV
max |F|: 0.007 Eh/bohr
spin multiplicity: 5
highest occupied orbital energy (spin up / spin down): -8.8 / -9.3 eV
charge: +1